Entry 1:
Molecular formula: C13H19ClFeOSi
Method: DFT, ωB97M-V/def2-TZVPD

XYZ file:
```
36
Properties=species:S:1:pos:R:3
C -2.521 -0.984 -1.288
C -1.775 -1.180 -2.489
C -1.441 0.081 -2.999
H -1.509 -2.120 -2.950
C -1.827 1.071 -2.055
C -2.469 0.430 -0.971
H -2.821 0.926 -0.075
H -2.964 -1.766 -0.685
H -1.018 0.295 -3.982
H -1.726 2.151 -2.226
Fe -1.008 -1.062 0.372
Cl 0.109 -2.878 -0.163
C 2.597 0.192 -1.029
C 2.202 1.438 -1.616
C 1.805 1.170 -2.968
H 2.036 2.351 -1.039
C 1.942 -0.229 -3.213
C 2.436 -0.840 -2.020
H 2.477 -1.930 -1.799
H 2.801 0.002 0.052
H 1.300 1.884 -3.616
H 1.550 -0.783 -4.061
C 1.503 -0.793 2.893
Si -0.005 0.253 2.422
C -1.528 -0.814 2.921
C -0.009 1.865 3.272
O -0.043 0.599 0.844
H 1.506 -0.851 3.994
H 2.430 -0.306 2.551
H 1.484 -1.822 2.482
H -1.506 -0.861 4.021
H -2.473 -0.338 2.612
H -1.515 -1.860 2.541
H 0.878 2.438 2.938
H -0.896 2.445 2.948
H -0.004 1.826 4.378
```

## Properties
Charge: -2
E_LUMO (spin up / spin down), eV: 5.0 / 5.0
HOMO-LUMO gap (spin up / spin down), eV: 4.3 / 4.3
Energy above the lowest of the compared OMol25 structures with the same formula, charge and spin, kJ/mol: 181.61
Max |F|, eV/A: 2.59
HOMO energy (spin up / spin down), eV: 0.695 / 0.693
Spin multiplicity: 5

Charges obtained by Mulliken population analysis, quoted in units of e: number 1, C, carries -0.58; number 2, C, carries -0.55; number 3, C, carries -0.51; number 4, H, carries 0.38; number 5, C, carries -0.67; number 6, C, carries -0.53; number 7, H, carries 0.58; number 8, H, carries 0.61; number 9, H, carries 0.51; number 10, H, carries 0.31; number 11, Fe, carries 0.35; number 12, Cl, carries -0.60; number 13, C, carries -0.19; number 14, C, carries -0.69; number 15, C, carries -0.55; number 16, H, carries 0.36; number 17, C, carries -0.50; number 18, C, carries -0.74; number 19, H, carries 0.32; number 20, H, carries 0.21; number 21, H, carries 0.45; number 22, H, carries 0.45; number 23, C, carries -1.10; number 24, Si, carries 0.75; number 25, C, carries -1.23; number 26, C, carries -1.06; number 27, O, carries -0.46; number 28, H, carries 0.36; number 29, H, carries 0.27; number 30, H, carries 0.26; number 31, H, carries 0.39; number 32, H, carries 0.31; number 33, H, carries 0.31; number 34, H, carries 0.24; number 35, H, carries 0.23; number 36, H, carries 0.33

Entry 2:
Molecular formula: C13H19CuN2O4P
Method: DFT, ωB97M-V/def2-TZVPD

XYZ file:
```
40
Properties=species:S:1:pos:R:3
Cu -12.234 -5.134 -5.004
N -8.768 -3.640 -3.330
C -9.793 -4.219 -4.006
O -10.921 -4.399 -3.515
C -9.460 -4.466 -5.419
C -10.676 -4.613 -6.277
H -8.782 -3.561 -2.319
H -7.861 -3.561 -3.791
H -8.860 -5.380 -5.461
H -8.803 -3.655 -5.750
H -10.655 -5.326 -7.080
H -11.137 -3.626 -6.464
N -17.952 -7.477 -1.158
C -17.031 -7.323 -1.860
C -15.896 -7.053 -2.714
C -16.061 -6.428 -3.974
C -14.978 -5.914 -4.636
C -13.718 -6.006 -4.084
C -13.491 -6.659 -2.872
C -14.605 -7.297 -2.274
H -17.075 -6.424 -4.384
H -15.131 -5.436 -5.581
H -12.470 -6.616 -2.421
H -14.418 -7.896 -1.324
C -9.624 -10.147 -8.153
O -9.781 -9.718 -6.763
P -11.246 -9.174 -6.260
O -10.963 -9.062 -4.636
C -9.709 -8.487 -4.265
O -12.197 -10.492 -6.270
C -13.345 -10.543 -5.457
H -10.297 -9.632 -8.870
H -9.748 -11.216 -8.225
H -8.615 -9.811 -8.379
H -9.367 -8.949 -3.321
H -9.868 -7.398 -4.122
H -8.835 -8.582 -4.977
H -13.771 -11.542 -5.620
H -14.103 -9.768 -5.670
H -13.052 -10.473 -4.398
```

## Properties
Charge: -1
E_LUMO, eV: 2.9
HOMO-LUMO gap, eV: 5.8
Max |F|, eV/A: 3.04
HOMO energy, eV: -2.907

Charges obtained by Mulliken population analysis, quoted in units of e: number 1, Cu, carries -1.12; number 2, N, carries -0.44; number 3, C, carries 0.81; number 4, O, carries -0.60; number 5, C, carries -0.57; number 6, C, carries -0.80; number 7, H, carries 0.26; number 8, H, carries 0.18; number 9, H, carries 0.20; number 10, H, carries 0.35; number 11, H, carries 0.46; number 12, H, carries 0.15; number 13, N, carries -0.59; number 14, C, carries 0.06; number 15, C, carries 0.25; number 16, C, carries -0.32; number 17, C, carries -0.08; number 18, C, carries 0.11; number 19, C, carries -0.10; number 20, C, carries -0.39; number 21, H, carries 0.35; number 22, H, carries 0.40; number 23, H, carries 0.26; number 24, H, carries 0.27; number 25, C, carries -0.73; number 26, O, carries -0.27; number 27, P, carries 0.30; number 28, O, carries -0.22; number 29, C, carries -0.36; number 30, O, carries -0.31; number 31, C, carries -0.62; number 32, H, carries 0.34; number 33, H, carries 0.24; number 34, H, carries 0.25; number 35, H, carries 0.28; number 36, H, carries -0.07; number 37, H, carries 0.29; number 38, H, carries 0.26; number 39, H, carries 0.29; number 40, H, carries 0.26

Entry 3:
Molecular formula: C13H19F3N2O13
Method: DFT, ωB97M-V/def2-TZVPD

XYZ file:
```
50
Properties=species:S:1:pos:R:3
N -2.139 -1.158 3.292
C -0.894 -0.887 2.649
O -0.329 -1.638 1.877
O -0.460 0.357 2.966
C 0.931 0.544 3.183
N 1.407 -0.568 3.986
O 1.548 0.529 1.936
C 1.050 1.915 3.891
C 1.456 3.070 2.995
O 0.459 3.286 2.019
H -2.758 -1.544 2.590
H -1.973 -1.912 3.948
H 2.415 -0.616 3.938
H 1.188 -0.372 4.956
H 2.480 0.733 2.027
H 1.786 1.847 4.690
H 0.096 2.173 4.342
H 2.429 2.866 2.543
H 1.580 3.965 3.604
H 0.864 3.492 1.179
C 0.186 0.036 -0.668
C -0.742 -0.186 -1.840
O -0.828 1.112 -2.411
C 0.313 1.786 -2.093
O 0.655 2.804 -2.595
O 0.995 1.128 -1.137
F -1.978 -0.585 -1.455
H -0.357 0.349 0.221
H 0.804 -0.821 -0.422
H -0.369 -0.880 -2.595
C 0.917 -5.358 0.271
C 0.112 -4.945 1.482
O 0.663 -5.761 2.503
C 1.949 -6.053 2.159
O 2.758 -6.509 2.887
O 2.167 -5.733 0.859
F -1.208 -5.232 1.344
H 0.470 -6.223 -0.222
H 1.058 -4.558 -0.450
H 0.218 -3.895 1.759
C -1.286 3.099 -5.272
C -2.314 4.131 -5.676
O -2.451 3.902 -7.068
C -2.127 2.600 -7.314
O -2.352 2.028 -8.322
O -1.523 2.058 -6.231
F -1.886 5.401 -5.471
H -0.274 3.484 -5.391
H -1.412 2.728 -4.263
H -3.289 4.010 -5.199
```

## Properties
Charge: 0
E_LUMO, eV: 0.0
HOMO-LUMO gap, eV: 10.4
Energy above the lowest of the compared OMol25 structures with the same formula, charge and spin, kJ/mol: 0.00
Max |F|, eV/A: 1.30
HOMO energy, eV: -10.406
SMILES string: NC(=O)O[C@@](N)(O)CCO.O=C1OC[C@@H](F)O1.O=C1OC[C@@H](F)O1.O=C1OC[C@@H](F)O1

Charges obtained by Mulliken population analysis, quoted in units of e: number 1, N, carries -0.58; number 2, C, carries 0.29; number 3, O, carries -0.48; number 4, O, carries -0.42; number 5, C, carries 1.36; number 6, N, carries -0.69; number 7, O, carries -0.44; number 8, C, carries -1.03; number 9, C, carries -0.62; number 10, O, carries -0.50; number 11, H, carries 0.35; number 12, H, carries 0.32; number 13, H, carries 0.26; number 14, H, carries 0.25; number 15, H, carries 0.28; number 16, H, carries 0.36; number 17, H, carries 0.33; number 18, H, carries 0.35; number 19, H, carries 0.36; number 20, H, carries 0.29; number 21, C, carries -0.27; number 22, C, carries 0.34; number 23, O, carries -0.35; number 24, C, carries 0.68; number 25, O, carries -0.52; number 26, O, carries -0.34; number 27, F, carries -0.28; number 28, H, carries -0.03; number 29, H, carries 0.37; number 30, H, carries 0.30; number 31, C, carries -0.40; number 32, C, carries 0.77; number 33, O, carries -0.35; number 34, C, carries 0.64; number 35, O, carries -0.49; number 36, O, carries -0.34; number 37, F, carries -0.30; number 38, H, carries 0.28; number 39, H, carries 0.25; number 40, H, carries 0.00; number 41, C, carries -0.05; number 42, C, carries 0.31; number 43, O, carries -0.31; number 44, C, carries 0.65; number 45, O, carries -0.50; number 46, O, carries -0.31; number 47, F, carries -0.27; number 48, H, carries 0.23; number 49, H, carries -0.01; number 50, H, carries 0.29

Entry 4:
Molecular formula: C13H19IIrN3O3
Method: DFT, ωB97M-V/def2-TZVPD

XYZ file:
```
40
Properties=species:S:1:pos:R:3
Ir -0.040 0.010 -0.082
C -0.055 -2.724 0.128
C 1.372 -2.244 0.411
N 1.422 -1.252 -0.792
C 2.689 0.142 1.181
C 1.588 0.699 2.697
N -0.910 1.197 1.308
C -1.281 0.155 2.381
C -1.281 -1.355 2.011
N -1.040 -1.662 0.569
H -0.309 -3.695 0.568
H -0.096 -2.825 -0.951
H 2.079 -3.003 0.045
H 1.515 -2.256 1.487
H 2.257 -0.642 -0.799
H 2.861 1.096 0.697
H 3.591 -0.245 1.643
H 2.071 1.479 3.281
H 1.593 -0.117 3.444
H -0.093 1.806 1.356
H -2.253 0.535 2.029
H -1.295 0.308 3.457
H -2.215 -1.790 2.365
H -0.485 -1.853 2.576
H -1.908 -1.735 0.048
I 5.152 6.462 -3.672
C 3.758 5.316 -2.698
C 3.834 3.875 -2.774
C 2.919 3.128 -2.135
C 1.847 3.752 -1.363
C 1.789 5.202 -1.301
C 2.699 5.955 -1.936
C 0.835 2.958 -0.653
O -0.045 3.527 -0.010
O 1.000 1.667 -0.770
H 4.623 3.401 -3.343
H 2.961 2.049 -2.185
H 0.993 5.657 -0.729
H 2.644 7.034 -1.882
O 1.396 -0.140 1.588
```

## Properties
Charge: 0
E_LUMO (spin up / spin down), eV: 0.3 / -1.8
HOMO-LUMO gap (spin up / spin down), eV: 7.6 / 6.4
Energy above the lowest of the compared OMol25 structures with the same formula, charge and spin, kJ/mol: 953.70
Max |F|, eV/A: 7.16
HOMO energy (spin up / spin down), eV: -7.274 / -8.173
Spin multiplicity: 5

Charges obtained by Mulliken population analysis, quoted in units of e: number 1, Ir, carries 1.50; number 2, C, carries -1.00; number 3, C, carries -0.10; number 4, N, carries -0.98; number 5, C, carries -0.75; number 6, C, carries -0.80; number 7, N, carries -0.65; number 8, C, carries -0.69; number 9, C, carries -0.49; number 10, N, carries -0.24; number 11, H, carries 0.40; number 12, H, carries 0.47; number 13, H, carries 0.47; number 14, H, carries 0.24; number 15, H, carries 0.33; number 16, H, carries 0.27; number 17, H, carries 0.33; number 18, H, carries 0.42; number 19, H, carries 0.33; number 20, H, carries 0.26; number 21, H, carries 0.47; number 22, H, carries 0.23; number 23, H, carries 0.53; number 24, H, carries 0.23; number 25, H, carries 0.41; number 26, I, carries 0.10; number 27, C, carries 0.01; number 28, C, carries -0.52; number 29, C, carries -0.34; number 30, C, carries 0.29; number 31, C, carries -0.56; number 32, C, carries -0.44; number 33, C, carries 0.48; number 34, O, carries -0.70; number 35, O, carries -0.75; number 36, H, carries 0.37; number 37, H, carries 0.36; number 38, H, carries 0.45; number 39, H, carries 0.37; number 40, O, carries -0.31

Copy entry 2 word for word.
Molecular formula: C13H19CuN2O4P
Method: DFT, ωB97M-V/def2-TZVPD

XYZ file:
```
40
Properties=species:S:1:pos:R:3
Cu -12.234 -5.134 -5.004
N -8.768 -3.640 -3.330
C -9.793 -4.219 -4.006
O -10.921 -4.399 -3.515
C -9.460 -4.466 -5.419
C -10.676 -4.613 -6.277
H -8.782 -3.561 -2.319
H -7.861 -3.561 -3.791
H -8.860 -5.380 -5.461
H -8.803 -3.655 -5.750
H -10.655 -5.326 -7.080
H -11.137 -3.626 -6.464
N -17.952 -7.477 -1.158
C -17.031 -7.323 -1.860
C -15.896 -7.053 -2.714
C -16.061 -6.428 -3.974
C -14.978 -5.914 -4.636
C -13.718 -6.006 -4.084
C -13.491 -6.659 -2.872
C -14.605 -7.297 -2.274
H -17.075 -6.424 -4.384
H -15.131 -5.436 -5.581
H -12.470 -6.616 -2.421
H -14.418 -7.896 -1.324
C -9.624 -10.147 -8.153
O -9.781 -9.718 -6.763
P -11.246 -9.174 -6.260
O -10.963 -9.062 -4.636
C -9.709 -8.487 -4.265
O -12.197 -10.492 -6.270
C -13.345 -10.543 -5.457
H -10.297 -9.632 -8.870
H -9.748 -11.216 -8.225
H -8.615 -9.811 -8.379
H -9.367 -8.949 -3.321
H -9.868 -7.398 -4.122
H -8.835 -8.582 -4.977
H -13.771 -11.542 -5.620
H -14.103 -9.768 -5.670
H -13.052 -10.473 -4.398
```

## Properties
Charge: -1
E_LUMO, eV: 2.9
HOMO-LUMO gap, eV: 5.8
Max |F|, eV/A: 3.04
HOMO energy, eV: -2.907

Charges obtained by Mulliken population analysis, quoted in units of e: number 1, Cu, carries -1.12; number 2, N, carries -0.44; number 3, C, carries 0.81; number 4, O, carries -0.60; number 5, C, carries -0.57; number 6, C, carries -0.80; number 7, H, carries 0.26; number 8, H, carries 0.18; number 9, H, carries 0.20; number 10, H, carries 0.35; number 11, H, carries 0.46; number 12, H, carries 0.15; number 13, N, carries -0.59; number 14, C, carries 0.06; number 15, C, carries 0.25; number 16, C, carries -0.32; number 17, C, carries -0.08; number 18, C, carries 0.11; number 19, C, carries -0.10; number 20, C, carries -0.39; number 21, H, carries 0.35; number 22, H, carries 0.40; number 23, H, carries 0.26; number 24, H, carries 0.27; number 25, C, carries -0.73; number 26, O, carries -0.27; number 27, P, carries 0.30; number 28, O, carries -0.22; number 29, C, carries -0.36; number 30, O, carries -0.31; number 31, C, carries -0.62; number 32, H, carries 0.34; number 33, H, carries 0.24; number 34, H, carries 0.25; number 35, H, carries 0.28; number 36, H, carries -0.07; number 37, H, carries 0.29; number 38, H, carries 0.26; number 39, H, carries 0.29; number 40, H, carries 0.26

The lowest charge belongs to which entry?
C13H19ClFeOSi